# 1
The following is a quantum chemistry calculation of a structure of composition C36H47N5P2Sn, from the Open Molecules 2025 dataset.

ORCA input file:
```
! wB97M-V def2-TZVPD RIJCOSX def2/J DEFGRID3
* xyz 2 1
Sn 0.1161 1.0576 1.5302
C -1.8152 1.8177 -5.4376
C -1.8933 0.5198 -5.1427
C -1.0207 -0.5454 -5.7207
C 0.4900 -0.1971 -5.7527
C 1.0015 0.5692 -4.5716
C 1.0213 1.9044 -4.5311
C 0.5992 2.7350 -5.7236
C -0.7852 2.4086 -6.3487
C 1.5568 1.4435 3.1383
H -2.5905 2.5213 -5.1264
H -2.7113 0.1232 -4.5381
H -1.3377 -0.7713 -6.7546
H -1.1788 -1.4661 -5.1356
H 1.0300 -1.1509 -5.8274
H 0.6843 0.3624 -6.6729
H 1.4949 -0.0430 -3.8258
H 1.4512 2.4765 -3.6969
H 1.3259 2.6344 -6.5533
H 0.6081 3.7948 -5.4275
H -1.1949 3.3611 -6.7209
H -0.6424 1.7483 -7.2139
H 1.2050 2.3263 3.6901
H 2.5264 1.6195 2.6721
H 1.5499 0.5852 3.8154
P 1.8636 -0.2858 0.0043
P -1.3075 -0.8882 0.0497
N 2.9932 0.9002 -0.6429
N 2.9780 -1.4912 0.5691
N -1.9467 0.5200 -0.8516
N -2.7666 -1.8568 0.2397
C 1.0988 -1.0293 -1.4580
C -0.2835 -1.7025 -1.2302
C 3.0649 2.2176 -0.1681
C 4.0563 2.8901 -0.8644
C 4.6197 1.9706 -1.8121
C 3.9527 0.7578 -1.6523
C 3.9100 -1.2987 1.6054
C 4.6210 -2.4722 1.7785
C 4.1056 -3.4328 0.8480
C 3.0974 -2.8146 0.1335
C -2.0691 1.8426 -0.4166
C -2.5778 2.6114 -1.4481
C -2.8840 1.7322 -2.5082
C -2.3954 0.4752 -2.1656
C -3.9369 -2.0584 -0.5074
C -4.8438 -2.7852 0.2615
C -4.2140 -3.0518 1.5254
C -2.9564 -2.4851 1.4893
H 1.7952 -1.7673 -1.8857
H 0.9774 -0.2254 -2.1976
H -0.8558 -1.7626 -2.1717
H -0.1372 -2.7401 -0.8779
H 2.4042 2.5343 0.6220
H 4.3517 3.9190 -0.7068
H 5.4133 2.1879 -2.5080
H 4.1003 -0.1880 -2.1498
H 3.9582 -0.3475 2.1196
H 5.4257 -2.6369 2.4815
H 4.4379 -4.4516 0.7246
H 2.4406 -3.1919 -0.6332
H -1.9116 2.1432 0.6228
H -2.7143 3.6910 -1.4432
H -3.4146 1.9817 -3.4204
H -2.2853 -0.4423 -2.7234
H -4.0183 -1.6788 -1.5101
H -5.8402 -3.0950 -0.0214
H -4.6378 -3.6015 2.3613
H -2.1614 -2.4585 2.2218
C 1.9842 -1.1869 6.1940
N 0.9301 -0.4148 5.5842
C 0.2649 0.4822 6.5085
C 0.1181 -1.1891 4.6418
C -1.1636 -0.5071 4.2600
C -2.2278 -0.8523 5.1058
C -3.4326 -0.1600 5.0882
C -3.6089 0.8098 4.0973
C -2.5751 1.0730 3.1836
C -1.3541 0.4092 3.2196
H 2.6777 -0.5065 6.6967
H 2.5115 -1.7496 5.4163
H 1.5776 -1.8975 6.9305
H -0.3060 1.2632 5.9877
H -0.4194 -0.0420 7.2003
H 1.0501 0.9710 7.0993
H 0.7412 -1.4244 3.7653
H -0.1310 -2.1633 5.1186
H -2.0850 -1.6538 5.8295
H -4.2123 -0.3840 5.8224
H -4.5686 1.3339 4.0289
H -2.7692 1.8190 2.4145
*
```

Calculated values
E_LUMO (spin up / spin down)   -9.26 / -9.30 eV

---

# 2
The following is a quantum chemistry calculation of an isolated molecule of C22H28N4O3S2, from the Open Molecules 2025 dataset.

ORCA input file:
```
! wB97M-V def2-TZVPD RIJCOSX def2/J DEFGRID3
* xyz 0 1
C 0.8883 -2.9490 4.8856
C 2.3211 -2.5939 5.2620
C 2.7777 -1.2814 4.6232
N 2.7255 -1.3340 3.1775
C 3.6617 -1.9821 2.4331
S 4.9996 -2.6978 3.0423
S 3.2550 -1.9495 0.7261
C 1.8530 -0.9622 1.0442
C 1.0047 -0.3432 0.1870
C 0.9312 -0.3764 -1.2356
C 0.1828 0.5959 -1.9511
N 0.0011 0.5192 -3.2780
C 0.5839 -0.4294 -3.9674
N 1.3801 -1.3855 -3.3838
C 1.9980 -2.3438 -4.1262
C 1.8470 -2.3946 -5.4718
C 1.0260 -1.4415 -6.1103
C 0.3978 -0.4723 -5.3837
C -0.4791 0.5686 -5.9949
H -0.5636 0.4229 -7.0678
H -0.0713 1.5571 -5.7936
H -1.4677 0.5310 -5.5424
H 0.8984 -1.4835 -7.1814
H 2.3476 -3.1572 -6.0441
H 2.5965 -3.0360 -3.5524
C 1.5495 -1.4345 -1.9577
O 2.1631 -2.3832 -1.4935
N -0.3291 1.6731 -1.3448
H -0.2675 1.7504 -0.3401
C -1.2953 2.5579 -1.9397
C -2.7349 2.1396 -1.6004
C -2.8787 1.7239 -0.1306
O -2.1354 2.6175 0.6747
C -2.4613 2.6765 2.0590
C -3.8435 3.2895 2.3040
H -3.9318 3.5755 3.3480
H -4.6378 2.5814 2.0778
H -3.9729 4.1751 1.6860
C -2.3200 1.3346 2.7762
H -2.5030 1.4792 3.8372
H -3.0428 0.6136 2.3999
H -1.3176 0.9292 2.6606
H -1.7012 3.3671 2.4443
H -3.9398 1.7315 0.1416
H -2.5038 0.6970 -0.0002
H -3.0360 1.2967 -2.2234
H -3.3928 2.9819 -1.8132
H -1.1475 2.5524 -3.0195
H -1.1113 3.5573 -1.5417
H 0.2674 0.2648 0.7027
C 1.7016 -0.7316 2.4816
O 0.8172 -0.0794 3.0045
H 3.8066 -1.0610 4.9195
H 2.1166 -0.4636 4.9214
H 2.9964 -3.3940 4.9541
H 2.4034 -2.4819 6.3442
H 0.5670 -3.8393 5.4205
H 0.8055 -3.1475 3.8188
H 0.2145 -2.1311 5.1316
*
```

Calculated values
Structure (SMILES)   CCCN1C(=O)/C(=C/c2c(NCCCOC(C)C)nc3c(C)cccn3c2=O)SC1=S
E_LUMO   -0.61 eV

---

# 3
The following is a quantum chemistry calculation of a structure of composition C50H46BrEuGeN4O2, from the Open Molecules 2025 dataset.

ORCA input file:
```
! wB97M-V def2-TZVPD RIJCOSX def2/J DEFGRID3
* xyz -1 8
Eu -1.4451 1.0366 -0.4305
C -2.0248 -3.5490 1.8962
C -3.3797 -3.9523 2.4011
C -3.5095 -4.9235 3.3887
C -4.7511 -5.3366 3.8440
C -5.9046 -4.7807 3.3136
C -5.8002 -3.8029 2.3392
C -4.5531 -3.3833 1.8866
N -4.5063 -2.3865 0.8773
C -3.7181 -1.2495 0.9514
N -3.5399 -0.8037 2.2128
C -2.7814 0.2714 2.7603
C -2.1522 1.2201 1.9373
C -1.4131 2.1912 2.6435
C -1.3020 2.2130 4.0274
C -1.9783 1.2706 4.7847
C -2.7419 0.2929 4.1661
C -3.4904 -0.7107 5.0099
N -3.2450 -0.6748 -0.1100
C -3.5494 -1.2432 -1.3696
C -2.6223 -2.0809 -1.9887
C -2.8889 -2.6168 -3.2367
C -4.0794 -2.3139 -3.8771
C -4.9925 -1.4655 -3.2721
C -4.7485 -0.9195 -2.0191
C -5.7124 0.0295 -1.3646
H -1.2935 -4.3222 2.1238
H -1.6850 -2.6177 2.3537
H -2.0394 -3.3910 0.8182
H -2.6158 -5.3797 3.7954
H -4.8178 -6.0999 4.6073
H -6.8781 -5.1003 3.6604
H -6.6856 -3.3478 1.9149
H -4.7518 -2.6807 -0.0566
H -3.9634 -1.3965 2.9088
H -0.9067 2.9809 2.0848
H -0.6960 2.9673 4.5190
H -1.9140 1.2984 5.8669
H -3.3330 -0.4966 6.0657
H -3.1488 -1.7335 4.8251
H -4.5673 -0.6721 4.8234
H -1.6838 -2.2870 -1.4850
H -2.1644 -3.2646 -3.7113
H -4.2900 -2.7265 -4.8543
H -5.9029 -1.2031 -3.7963
H -6.3931 0.4556 -2.1002
H -5.1594 0.8296 -0.8689
H -6.3071 -0.4772 -0.6006
N -3.6043 4.0271 -0.2756
C -2.6118 3.4203 -0.2999
H -4.4929 4.4731 -0.2292
Br -2.1573 1.0527 -7.6255
C -2.0233 1.1094 -5.7113
C -3.1204 1.4832 -4.9620
C -3.0060 1.5099 -3.5768
C -1.8336 1.1725 -2.8708
C -0.7590 0.8103 -3.7098
C -0.8314 0.7783 -5.0990
H -4.0479 1.7572 -5.4506
H -3.8948 1.8134 -3.0230
H 0.1982 0.5458 -3.2623
H 0.0296 0.5077 -5.6993
O 0.3823 -0.0380 0.2769
C 0.9028 1.1062 0.3572
O 0.4894 2.0687 -0.3400
C 1.9955 1.3649 1.3869
C 3.0025 2.4134 0.9101
Ge 4.5301 1.5639 -0.0344
C 5.6207 2.9048 -0.9967
C 5.3376 4.2643 -0.9270
C 6.1212 5.1904 -1.5989
C 7.2065 4.7660 -2.3485
C 7.4986 3.4128 -2.4322
C 6.7073 2.4934 -1.7640
C 3.9354 0.2408 -1.3647
C 4.1750 -1.1214 -1.2249
C 3.7694 -2.0146 -2.2043
C 3.1289 -1.5504 -3.3420
C 2.8878 -0.1932 -3.4939
C 3.2806 0.6940 -2.5065
C 5.6693 0.6855 1.3258
C 5.4082 0.8486 2.6828
C 6.2281 0.2801 3.6450
C 7.3291 -0.4693 3.2622
C 7.6009 -0.6478 1.9145
C 6.7780 -0.0738 0.9590
H 2.4669 0.4137 1.6419
H 1.4673 1.7193 2.2778
H 3.3965 2.9869 1.7522
H 2.4864 3.1144 0.2534
H 4.4906 4.6021 -0.3423
H 5.8830 6.2445 -1.5393
H 7.8203 5.4872 -2.8715
H 8.3414 3.0766 -3.0224
H 6.9316 1.4366 -1.8479
H 4.6795 -1.4861 -0.3378
H 3.9574 -3.0737 -2.0824
H 2.8149 -2.2437 -4.1108
H 2.3956 0.1716 -4.3853
H 3.0782 1.7531 -2.6187
H 4.5477 1.4266 2.9954
H 6.0084 0.4237 4.6951
H 7.9713 -0.9139 4.0107
H 8.4573 -1.2356 1.6099
H 7.0024 -0.2210 -0.0906
*
```

Calculated values
E_LUMO (spin up / spin down)   2.42 / 2.41 eV

---

ΔE to the lowest compared entry with this formula, charge and spin per entry: 0.00; 3.69; 0.00 kcal/mol